1.
112
Properties=species:S:1:pos:R:3:forces:R:3:lowdin_charge:R:1 method="wB97M-V/def2-TZVPD" e_tot_ha=-6069.68029 gap_ha=0.24289 fmax_ev_per_a=6.15 e_lumo_ev=-3.90 spin_multiplicity=1 total_charge=+1
H 4.0748 2.0376 -5.5578 0.3 -1.7 0.4 0.090
C -1.0428 1.2006 3.8779 -0.3 0.9 2.6 -0.223
N -0.1779 1.1509 -0.8055 2.3 -1.2 0.2 0.097
C -1.1102 -0.1891 -7.9589 0.2 0.2 -0.2 -0.085
C -0.8778 -0.0037 4.9831 0.2 -0.6 -1.5 -0.224
C -0.4546 -5.8017 0.1544 1.0 0.3 0.6 -0.078
C 3.6161 1.4124 -2.7669 1.5 -0.9 -2.0 -0.181
H -2.5777 1.3963 1.1948 1.5 0.8 -0.8 0.104
N 2.0288 0.0850 -0.0223 -1.1 -0.1 -1.7 -0.005
H 2.2667 1.1388 1.8160 -1.3 -1.4 -0.7 0.154
C -1.4143 0.5607 -9.0921 0.0 0.0 0.0 -0.090
C 1.7111 -1.8683 -2.2351 0.8 -2.2 -1.0 -0.117
H 4.5788 2.0431 -2.9574 -1.9 -0.8 0.4 0.146
C 0.8949 0.1497 -0.9511 -0.5 0.7 0.4 -0.112
H -1.0988 3.7740 2.2881 -1.4 -0.4 -1.0 0.098
C -3.3414 3.5008 2.5984 0.9 -1.2 0.8 -0.587
H -2.2615 2.4327 -0.2977 0.9 -0.7 1.8 0.133
H -1.8971 -0.7133 -7.4258 0.1 0.0 -0.1 0.104
H -2.8251 -1.1855 4.5936 0.7 1.2 1.2 0.069
O 3.8881 0.6062 -1.5798 -2.4 1.5 1.1 -0.155
C -10.5644 4.7084 2.1015 -0.1 -0.1 0.1 -0.016
C 2.9948 -0.6075 3.6484 -1.0 0.3 -0.2 -0.068
O -0.3289 -0.6472 -2.7425 -0.6 -0.7 -0.1 0.058
H 0.0540 1.9766 -1.3979 -0.5 -1.1 0.0 0.158
H 5.2320 0.4942 -5.4162 -1.5 1.1 0.0 0.089
F 4.8003 -1.4107 6.0402 0.7 -1.1 -3.7 0.058
H -3.0609 3.7724 3.6940 -0.7 -0.1 -2.1 0.078
H -2.9152 0.1322 6.0085 0.7 -1.2 -1.1 0.081
C 2.8553 -5.4662 -0.7658 3.9 -0.7 1.1 -0.366
C 1.0863 -6.0791 0.5836 -0.6 0.0 -0.3 -0.184
C 0.1264 0.5660 1.7421 0.0 0.7 -1.4 -0.316
H 0.3550 2.5849 0.7116 -0.8 -1.4 0.2 0.157
Br -4.7984 4.7081 1.9538 1.3 -0.7 0.3 0.688
C -8.1585 4.8594 2.2587 0.0 -0.1 0.2 -0.063
H 2.4608 -1.1558 4.5278 1.4 0.8 -1.5 0.132
H -0.7451 -4.7817 0.6376 0.1 -1.9 -0.8 0.067
H 2.6706 2.0608 -2.7080 1.4 -0.9 0.2 0.124
C -2.0154 3.5267 1.6412 -0.9 0.6 -0.3 -0.249
C -0.8682 -0.6820 1.7147 -3.7 -3.7 -0.8 -0.030
H 2.9486 -1.6158 1.5324 -1.0 1.1 1.5 0.119
F 3.2254 -3.4453 5.2734 2.2 0.2 -1.8 -0.172
F 2.4683 0.3476 -7.7562 -0.1 -0.1 -0.3 0.029
C 2.6999 -4.2210 -1.7684 0.2 1.2 0.5 -0.066
H 3.6659 -3.5750 -1.6677 -1.5 -1.5 0.0 0.135
C 2.2620 -1.0385 2.2780 0.0 -1.0 -0.6 -0.108
H -0.1973 0.3352 5.8602 -1.4 -0.4 -1.4 0.119
H -0.6448 1.8195 -10.6604 0.1 -0.1 0.1 0.110
C 3.4790 0.3820 -4.0173 -0.4 0.2 -0.3 -0.222
H 1.4796 -2.9536 -0.2246 0.1 -0.4 -1.8 0.116
H -2.4394 0.6179 -9.4456 0.1 0.0 0.0 0.105
F 5.3836 -3.9073 6.0555 -1.1 0.6 -2.9 -0.175
H 2.6300 -4.5053 -2.8845 -0.2 0.1 1.9 0.141
C 0.9070 1.1709 -9.3198 0.2 0.1 0.0 -0.010
H 2.3490 0.1999 -4.1803 1.7 0.3 0.1 0.092
C -10.5602 5.6841 1.1090 0.3 0.0 0.1 -0.081
C 3.1429 1.0463 -0.4232 1.0 1.1 0.2 -0.147
H 0.4092 2.3329 2.8574 -0.4 -1.4 0.0 0.117
H -0.9386 -1.4116 -2.5214 0.9 1.0 -0.1 0.172
H 0.4612 -0.8525 -6.6344 0.0 0.0 -0.1 0.105
H 0.4904 -3.7393 -1.6258 1.5 1.2 0.5 0.112
C -9.3555 6.2406 0.6865 0.1 0.0 -0.1 -0.096
C 5.1842 -1.8294 4.7128 2.7 3.2 1.8 -0.303
H 2.7264 0.5152 3.8172 0.9 -2.0 -0.2 0.134
H -0.5041 -5.7104 -1.0042 0.0 -0.3 2.2 0.086
H 2.6524 2.0994 -0.5565 1.0 -1.6 -0.1 0.148
C 1.4826 -3.2003 -1.3533 -0.2 -0.6 -0.4 -0.141
C 4.1566 0.9048 -5.3867 -0.7 -1.3 -0.2 -0.111
F 4.0972 -3.4449 2.9722 0.4 0.3 2.6 -0.172
C 0.2048 -0.2662 -7.5096 0.1 0.0 0.1 -0.026
H 3.9239 1.1733 0.4330 -1.7 -0.7 -1.2 0.167
C -2.2817 -0.6419 5.4461 1.2 -0.4 1.1 -0.127
C 1.6719 0.2143 1.4170 0.5 0.2 2.0 -0.208
H 2.8249 -1.6060 -2.1788 -1.9 0.3 0.2 0.115
C -0.3268 1.6593 0.5981 -0.7 0.3 0.7 -0.227
F 4.4124 -5.2573 4.4070 0.3 3.0 0.1 -0.160
C -1.8477 2.1702 0.7611 -0.7 0.9 -0.3 -0.132
F 5.1872 -0.8597 2.3329 -1.6 -0.4 3.5 0.031
H 1.7029 1.6982 -9.8333 0.0 -0.1 0.0 0.120
N 0.1656 1.3319 3.0240 -1.0 -0.6 -0.1 -0.021
H 3.9394 -0.6618 -3.7997 -0.6 2.0 0.0 0.114
C -9.3635 4.3084 2.6682 0.0 0.6 -0.6 -0.286
H -1.0779 2.1674 4.5353 0.0 -1.5 -1.3 0.137
O 1.8012 -6.4361 -0.6757 1.7 2.9 0.7 -0.093
H 1.5919 -5.1290 1.0126 -1.0 -1.7 -0.4 0.118
H -0.2647 -0.8295 4.4288 -1.1 1.3 1.0 0.089
H -7.2154 6.2596 0.9250 -0.1 0.0 0.1 0.080
H -2.0210 -1.4660 6.2306 -0.6 1.4 -1.3 0.087
C 1.1992 0.4172 -8.1931 -1.0 0.1 -0.4 -0.280
F 6.6247 -1.7197 4.6623 -4.0 -0.3 0.2 0.061
H -11.4956 6.0102 0.6655 0.1 -0.1 0.1 0.107
H -7.2345 4.5314 2.7209 -0.3 0.0 0.0 0.016
H 3.5831 0.3745 -6.2537 1.4 1.2 1.9 0.063
H -1.0807 -6.6725 0.5593 0.6 1.5 -0.8 0.084
H 1.5134 -2.1732 -3.3431 0.2 0.9 2.0 0.160
H -3.8171 2.4404 2.6655 0.8 1.9 -0.3 0.066
H 1.4473 -1.8119 2.5727 1.1 1.5 -0.7 0.118
H -2.1929 4.4120 0.9043 0.6 -1.5 1.4 0.098
H -11.4918 4.2581 2.4362 0.1 0.0 0.0 0.117
N 0.7726 -0.7454 -1.9373 1.0 0.7 2.1 -0.054
F 5.0895 0.5272 4.1446 -0.8 -3.1 -0.9 0.014
H -9.3514 6.9990 -0.0907 0.0 -0.1 0.1 0.102
F 6.2317 -3.9227 3.7998 -3.0 0.5 1.3 -0.177
C -1.7566 -1.6318 1.5914 4.2 4.5 -0.2 0.129
O 3.9438 -5.5717 -0.1100 -5.3 0.4 -2.8 0.068
H -2.5381 -2.4266 1.3003 1.8 1.7 0.9 0.077
H 1.2285 -6.9767 1.2831 -0.3 1.6 -0.9 0.140
F -9.3673 3.3719 3.6291 0.0 -0.1 0.1 0.062
C 4.5925 -0.7713 3.6640 0.1 2.9 -0.7 -0.255
S 4.7131 -3.6090 4.5168 1.6 -5.2 0.7 1.018
C -0.4064 1.2389 -9.7752 0.0 -0.2 0.3 -0.072
H -2.0542 1.1759 3.3361 1.6 -0.3 0.6 0.095
C -8.1537 5.8272 1.2584 -0.4 -0.1 0.1 -0.100


2.
11
Properties=species:S:1:pos:R:3:forces:R:3:lowdin_charge:R:1 method="wB97M-V/def2-TZVPD" e_tot_ha=-318.69034 gap_ha=0.37867 fmax_ev_per_a=6.93 e_lumo_ev=0.65 spin_multiplicity=1 de_lowest_kcal_mol=37.7 smiles="[H]/N=C(/N)C(N)=O"
N -1.2445 -1.1140 0.3776 -4.5 3.9 1.8 0.177
H -2.1624 -1.0625 0.0168 -1.4 -1.3 0.1 0.110
H -0.5961 1.5715 -0.8749 -1.1 0.6 0.4 0.056
H 2.5021 0.7921 0.3338 -3.2 -0.2 -0.5 0.185
N -1.3455 1.0437 -0.3863 1.1 1.3 -1.0 0.129
C 0.7766 -0.2823 -0.1912 -2.9 0.5 0.7 -0.559
C -0.7027 0.0051 -0.0743 0.5 -0.3 -0.3 -0.503
O 1.0838 -1.4056 -0.4471 2.2 -1.3 -0.9 0.100
H 0.9347 1.4452 0.8447 0.1 -0.6 -0.9 0.130
N 1.4001 0.7841 0.2103 6.2 2.6 1.6 0.160
H -0.6460 -1.7774 0.1907 2.9 -5.4 -1.1 0.015


3.
14
Properties=species:S:1:pos:R:3:forces:R:3:lowdin_charge:R:1 method="wB97M-V/def2-TZVPD" e_tot_ha=-918.28342 gap_ha=0.34394 fmax_ev_per_a=3.25 e_lumo_ev=0.76 spin_multiplicity=1 de_lowest_kcal_mol=9.6 smiles="NP(F)#[PH2].C=C"
H 0.3751 1.4941 -1.3766 0.9 -0.7 1.1 0.033
H 1.2286 0.0627 -1.3419 0.4 -1.5 -1.6 -0.042
P 1.5427 -1.4459 1.1195 1.0 0.9 1.7 0.482
H -0.8577 -0.4547 -2.3221 -0.8 -0.7 -0.3 0.052
H -2.3880 0.7375 -0.1248 -0.7 0.6 -0.8 0.067
H -1.9190 1.6197 -1.6868 0.1 0.7 -0.7 0.038
H 0.1936 -1.6575 1.4156 -0.5 0.0 -0.1 -0.198
C -2.0594 0.7066 -1.1804 -0.7 -0.7 3.1 -0.103
F 2.6394 1.3488 1.1283 -0.5 -0.8 -0.3 -0.409
H 1.7339 -0.9106 2.5571 0.0 -1.0 -1.8 -0.093
H -1.5903 -1.3423 -0.8938 -0.4 -0.4 0.4 0.041
N 1.1137 0.9257 -0.9149 -0.3 1.3 1.1 -0.239
P 1.1594 0.7099 0.7797 -0.5 2.0 -0.1 0.481
C -1.5899 -0.4694 -1.5037 1.9 0.4 -1.8 -0.109


4.
61
Properties=species:S:1:pos:R:3:forces:R:3:lowdin_charge:R:1 method="wB97M-V/def2-TZVPD" e_tot_ha=-3235.95065 gap_ha=0.24473 fmax_ev_per_a=0.68 e_lumo_ev=1.93 spin_multiplicity=1 de_lowest_kcal_mol=0.0 total_charge=-1
C -1.2639 0.6449 2.9410 -0.1 0.1 0.0 -0.124
C 3.6703 -0.0449 3.6297 0.0 0.0 0.0 -0.078
C -0.8729 1.7042 2.0474 -0.2 -0.2 0.5 -0.416
C -4.6749 0.8270 -2.3684 0.0 0.0 0.0 -0.227
C 0.1779 -3.6899 -5.0492 -0.1 -0.1 0.0 -0.118
H 4.3047 -0.6291 5.5945 0.0 0.0 0.0 0.083
H 0.9092 -2.7019 3.9596 0.0 0.0 0.0 0.103
O -1.9575 -0.9510 1.3026 -0.2 -0.1 -0.3 -0.068
Ca -0.0513 -0.4696 -0.1890 0.5 -0.3 0.3 1.411
C -3.0263 -0.7706 -1.7454 0.0 0.1 -0.1 -0.101
C -3.7755 1.8340 -2.0373 0.0 0.0 0.0 0.003
H -0.1136 -4.6276 -5.5112 0.0 0.0 0.0 0.093
H 2.1942 2.2100 -2.6687 0.0 0.1 0.1 0.107
N 1.0982 0.4777 -2.1732 -0.2 -0.1 0.0 -0.058
Cl -0.2938 4.3295 1.6775 0.0 0.1 -0.1 0.654
C 1.2205 -1.5552 -5.1854 0.0 0.0 0.0 -0.081
C -1.3131 0.8340 4.3263 0.0 0.0 0.0 -0.075
C 0.8637 -2.7315 -5.8049 0.0 0.1 0.0 -0.134
C -0.6958 2.9736 2.6892 0.1 0.0 0.1 -0.578
H -4.0403 2.8772 -2.1307 0.0 0.0 0.0 0.118
C -2.5268 1.4602 -1.5658 -0.1 0.0 0.0 -0.101
C 2.7675 -0.2183 2.5708 -0.1 -0.1 0.0 -0.142
C -1.0758 2.0677 4.8724 0.0 0.0 0.0 -0.680
C 0.9105 -1.2889 -3.8434 -0.1 -0.2 0.0 -0.147
H -0.6545 -4.2281 -3.1499 0.0 0.0 0.0 0.102
C 2.9950 0.5767 1.3838 -0.1 0.0 0.1 -0.120
C -0.1328 -3.4761 -3.7296 0.0 0.0 0.0 -0.034
C -4.3015 -0.5038 -2.2169 0.1 0.0 0.0 0.002
H 1.7592 -0.7945 -5.7434 0.0 0.0 0.0 0.099
C 1.7110 -1.1844 2.6768 0.1 0.2 0.0 -0.384
C -5.9861 1.1563 -2.8604 -0.1 0.0 0.0 -0.179
H 4.4504 0.7028 3.5173 0.0 0.0 0.0 0.099
C 2.8490 1.3841 -0.7854 0.0 0.0 0.1 -0.219
N -7.0326 1.4199 -3.2543 0.0 0.0 0.0 0.151
H -0.6062 4.1317 4.4732 0.0 0.0 0.0 0.099
H 2.5215 -2.3559 5.7909 0.0 0.0 0.0 0.092
O -0.6879 1.5435 0.8155 0.0 0.1 -0.6 -0.191
C 0.2159 -2.2684 -3.0542 -0.1 0.2 0.1 -0.390
O -0.0888 -2.0879 -1.8247 0.0 -0.1 -0.1 -0.217
H 1.0235 2.3793 -1.3338 0.0 0.0 0.0 0.104
Cl -1.1472 2.3078 6.6019 0.0 0.0 0.0 0.607
C 1.7529 1.7077 -1.7951 0.2 0.1 -0.1 -0.235
C -1.6769 -0.6610 2.4536 0.4 0.0 0.1 -0.232
C 3.6005 -0.7855 4.7882 0.0 0.0 0.0 -0.132
N -2.1578 0.1902 -1.4366 -0.2 -0.1 0.0 0.017
H 1.9952 0.5499 -4.0101 0.0 0.0 0.0 0.118
H -4.9804 -1.3088 -2.4574 0.0 0.0 0.0 0.118
C 1.6893 -1.9537 3.8785 0.0 0.0 0.0 -0.031
C 2.5933 -1.7530 4.8917 -0.1 -0.1 0.0 -0.115
H 3.2982 2.3121 -0.4086 0.0 0.0 0.0 0.111
H -1.5564 -0.0092 4.9621 0.0 0.0 0.0 0.111
C 1.3551 -0.0196 -3.3162 0.1 0.1 -0.1 -0.116
O 0.8171 -1.3441 1.7829 0.0 -0.1 -0.2 -0.197
H 1.1088 -2.9135 -6.8427 0.0 0.0 0.0 0.083
H -1.8009 2.1982 -1.2471 0.0 0.0 0.0 0.107
H 3.8739 1.2364 1.4613 0.0 0.0 0.0 0.118
H -1.7289 -1.4522 3.2236 -0.2 0.1 0.1 0.129
N 2.3241 0.5613 0.3000 -0.1 0.1 -0.2 -0.012
H -2.6789 -1.7886 -1.6153 0.1 0.0 0.0 0.116
H 3.6294 0.8148 -1.3041 0.0 0.0 0.0 0.118
C -0.7807 3.1539 4.0456 0.0 -0.1 -0.1 -0.141


5.
12
Properties=species:S:1:pos:R:3:forces:R:3:lowdin_charge:R:1 method="wB97M-V/def2-TZVPD" e_tot_ha=-646.14531 gap_ha=0.22375 fmax_ev_per_a=1.54 e_lumo_ev=3.68 spin_multiplicity=1 de_lowest_kcal_mol=12.8 total_charge=-1 smiles="NC(=O)CC[S-]"
H 2.3136 -1.0064 -1.1856 0.6 0.5 -0.1 0.079
C -1.2715 0.6079 -0.1814 -0.8 -0.1 -0.2 -0.811
H -0.5738 -1.0593 1.0155 -0.1 -0.2 -0.1 0.089
H 0.6668 -1.2934 -1.1524 0.3 -0.2 0.3 0.093
N 1.4876 -0.9950 -0.6270 -0.9 -0.6 -0.6 0.133
C 1.1682 0.0341 0.2229 -1.4 -0.1 0.3 -0.567
H -0.9784 1.6236 -0.4534 0.3 0.0 0.2 0.040
H -0.1708 0.5228 1.6854 -0.5 0.0 0.1 0.097
S -2.9651 0.6153 0.5036 0.0 0.0 0.0 0.051
O 1.9039 0.9374 0.5415 0.9 0.1 0.0 0.031
H -1.3043 0.0602 -1.1319 0.2 -0.1 0.0 0.022
C -0.2760 -0.0472 0.7626 1.4 0.7 0.1 -0.257


6.
7
Properties=species:S:1:pos:R:3:forces:R:3:lowdin_charge:R:1 method="wB97M-V/def2-TZVPD" e_tot_ha=-1136.24556 gap_ha=0.29008 fmax_ev_per_a=3.50 e_lumo_ev=-1.56 spin_multiplicity=1 de_lowest_kcal_mol=15.2
C 0.8129 0.1015 0.0167 -1.7 -0.6 -0.3 -1.737
I 1.4891 -1.0469 1.7353 -0.3 1.0 -1.1 0.731
O -1.7841 0.2230 -0.9049 -0.4 -0.7 1.3 -0.002
I 1.2958 2.1842 -0.2173 -0.3 -0.7 0.7 0.686
I 1.0584 -0.7677 -1.9127 0.3 -0.3 0.4 0.717
N -1.2633 -0.1483 0.1093 3.2 1.3 -0.3 -0.410
O -1.6089 -0.5458 1.1736 -0.8 0.0 -0.7 0.015